(1)
Density functional theory data (ωB97M-V with the def2-TZVPD basis set) for 2 unconnected molecules or ions with the total composition C14H17ClF5IO6 in a non-equilibrium geometry.

Structure (SMILES): CC[C@@H](I)C(=O)O[C@](CC)(CC(=O)Cl)C(F)(F)C(F)(F)F.O=C1OCCO1
HOMO: -9.561 eV
Spin multiplicity: 1
E_tot: -61286.806 eV
HOMO-LUMO gap: 9.6550 eV

```
44
Properties=species:S:1:pos:R:3:forces:R:3
C -3.307 0.964 2.677 -0.48 -0.69 -0.57
C -3.810 0.277 1.309 0.50 0.72 -0.19
C -2.619 0.110 0.251 0.36 -0.64 0.17
I -2.018 2.044 -0.627 -0.56 -0.67 0.31
C -1.313 -0.647 0.875 -2.40 -2.22 -1.10
O -1.444 -1.883 0.975 1.57 4.22 0.27
O -0.225 0.172 1.155 -0.97 -2.04 -0.19
C 1.029 -0.439 1.470 3.06 0.38 0.81
C 1.883 -1.044 0.261 0.86 -1.01 -0.53
C 1.165 -2.112 -0.679 -0.54 0.90 -0.95
C 1.086 -1.383 2.769 1.34 0.14 0.35
C 1.009 -2.954 2.556 -5.45 -1.93 2.20
O -0.023 -3.543 2.984 4.78 2.44 -1.86
Cl 2.288 -4.044 1.852 -0.53 1.39 0.56
C 1.918 0.868 1.937 -0.20 0.15 0.90
F 1.636 1.219 3.313 0.77 -0.78 -2.94
F 3.314 0.633 1.831 -3.01 0.39 0.41
C 1.594 2.203 1.117 0.56 3.41 -0.17
F 2.722 3.078 1.321 -2.58 -2.01 -0.60
F 0.483 2.946 1.632 2.73 -2.36 -1.44
F 1.454 2.072 -0.271 0.22 -0.01 3.24
H -2.252 1.362 2.506 -1.49 -0.26 0.54
H -3.317 0.166 3.491 0.22 1.22 -0.96
H -4.051 1.780 2.958 1.31 -0.97 -0.24
H -4.236 -0.762 1.516 0.45 1.46 -0.43
H -4.583 0.981 0.814 1.11 -1.49 0.73
H -2.975 -0.525 -0.646 0.82 0.99 1.56
H 2.801 -1.562 0.741 -1.58 0.94 -0.57
H 2.353 -0.250 -0.437 -1.12 -0.98 1.33
H 0.604 -2.951 -0.154 0.95 1.18 -0.65
H 1.939 -2.526 -1.430 -1.17 0.52 1.38
H 0.405 -1.535 -1.335 1.10 -1.10 1.07
H 0.333 -1.028 3.571 0.95 -1.04 -1.56
H 2.125 -1.200 3.253 -1.57 -0.25 -0.93
O -0.483 -1.482 -3.664 0.29 0.90 -0.23
C -0.087 -0.395 -3.973 -0.38 -0.97 0.22
O 0.005 0.054 -5.255 0.02 -0.23 0.56
C 0.293 1.443 -5.192 -0.06 0.55 -0.65
C 0.927 1.596 -3.842 0.48 0.68 0.35
O 0.329 0.551 -3.088 -0.18 -0.45 -0.38
H 0.961 1.739 -6.002 -0.11 -0.21 0.01
H -0.643 2.003 -5.280 0.05 -0.05 0.04
H 2.009 1.439 -3.868 -0.07 -0.01 -0.01
H 0.720 2.568 -3.392 -0.05 -0.20 0.14
```
Positions in Å, forces in eV/Å.



(2)
Density functional theory data (ωB97M-V with the def2-TZVPD basis set) for a molecular structure, C14H17ClMnN2O2S5Se in a non-equilibrium geometry.

HOMO (alpha / beta): -7.454 / -7.475 eV
Spin multiplicity: 4
E_tot: -185235.776 eV
HOMO-LUMO gap (alpha / beta): 7.3703 / 6.3601 eV

```
43
Properties=species:S:1:pos:R:3:forces:R:3
Mn 0.938 -0.170 -0.007 -0.90 0.30 0.42
N -0.250 -1.637 0.842 -0.14 0.13 -0.16
C -1.646 -1.429 1.302 0.22 0.00 0.03
C -2.461 -0.612 0.316 0.04 -0.03 -0.07
C -2.050 0.850 0.284 0.16 0.04 -0.09
N -0.816 1.032 -0.511 -0.07 -0.06 0.22
H -0.227 -2.305 0.074 -0.04 -0.11 0.01
H 0.317 -2.046 1.577 0.05 0.00 0.06
H -1.596 -0.911 2.260 0.00 0.02 0.00
H -2.116 -2.399 1.467 -0.01 -0.06 0.01
H -3.515 -0.681 0.591 0.01 0.00 0.06
H -2.372 -1.053 -0.684 -0.06 0.03 -0.01
H -1.821 1.187 1.293 -0.04 0.04 0.07
H -2.856 1.474 -0.105 -0.03 0.00 -0.08
H -0.480 1.984 -0.401 0.02 0.03 -0.01
H -1.023 0.907 -1.498 0.01 -0.05 -0.04
Se 2.766 -1.389 0.459 0.53 -0.34 0.11
C -2.314 0.582 5.534 -0.06 -0.03 0.00
S -1.335 1.178 4.137 0.05 0.00 0.03
C 0.137 0.222 4.292 -0.22 0.03 0.21
C 1.101 0.205 3.357 0.12 0.03 -0.28
S 1.046 1.164 1.879 0.10 -0.17 0.07
S 2.523 -0.717 3.797 0.29 -0.03 -0.38
C 2.013 -1.283 5.334 0.16 0.17 0.14
S 2.908 -2.225 6.333 -0.07 -0.05 -0.07
S 0.459 -0.667 5.762 -0.34 -0.02 0.15
H -3.263 1.113 5.466 0.02 0.02 0.00
H -1.850 0.821 6.489 0.01 0.01 -0.04
H -2.512 -0.487 5.470 0.04 0.01 -0.02
Cl 1.703 1.192 -8.170 -0.01 -0.01 0.07
C 1.583 0.865 -6.468 0.01 -0.01 -0.11
C 1.962 1.844 -5.564 0.01 0.03 0.10
C 1.865 1.576 -4.208 0.10 0.10 -0.11
C 1.388 0.345 -3.774 0.02 -0.07 0.09
C 1.015 -0.627 -4.694 -0.03 -0.03 -0.06
C 1.116 -0.372 -6.051 -0.03 -0.05 0.03
C 1.268 0.083 -2.324 0.22 0.16 0.29
O 1.722 0.919 -1.472 -0.17 -0.05 -0.29
O 0.680 -0.944 -1.867 0.06 0.05 -0.37
H 2.331 2.796 -5.922 -0.01 -0.03 0.02
H 2.170 2.314 -3.477 -0.02 -0.02 -0.02
H 0.654 -1.583 -4.338 0.00 0.02 0.00
H 0.838 -1.118 -6.782 0.00 0.02 0.02
```
Positions in Å, forces in eV/Å.



(3)
Density functional theory data (ωB97M-V with the def2-TZVPD basis set) for 2 unconnected molecules or ions with the total composition C14H17ClN5O6S in a non-equilibrium geometry.

ΔE to the lowest compared entry with this formula, charge and spin: 1.520 eV
HOMO: -2.901 eV
Spin multiplicity: 1
Charge: -1
E_tot: -57881.980 eV
HOMO-LUMO gap: 4.3438 eV

```
44
Properties=species:S:1:pos:R:3:forces:R:3
C 1.896 -1.770 3.712 0.25 -0.54 0.18
C 1.221 -0.457 3.504 -2.72 -0.53 -0.43
C -0.156 -0.330 3.494 1.98 -0.31 0.82
C -0.814 0.981 3.585 -0.15 2.03 -0.03
O -0.162 2.045 3.617 -0.87 -1.36 0.00
N -2.201 1.048 3.673 0.80 -0.63 0.22
C -2.859 2.323 3.741 -0.08 0.32 -0.16
C -3.122 -0.068 3.712 -0.03 -0.12 -0.16
N 2.156 0.546 3.476 1.15 2.89 -1.75
N 2.253 1.302 2.460 -0.54 -2.65 2.58
C 3.316 2.293 2.604 0.40 -0.13 -0.03
N 3.190 3.026 1.457 0.02 0.27 0.67
O 4.159 2.383 3.471 -0.75 0.01 -0.73
H 1.172 -2.583 3.780 0.06 0.10 -0.13
H 2.633 -2.000 2.928 -0.33 0.17 0.08
H 2.451 -1.719 4.656 -0.04 -0.02 -0.10
H -0.726 -1.246 3.658 0.34 0.35 -0.21
H -2.122 3.122 3.766 -0.04 -0.10 -0.03
H -3.503 2.436 2.862 0.03 0.14 -0.01
H -3.506 2.390 4.623 0.13 -0.07 0.04
H -2.593 -1.020 3.677 -0.26 0.18 -0.07
H -3.732 -0.033 4.631 0.21 -0.01 -0.17
H -3.812 -0.001 2.856 0.19 -0.17 0.17
H 2.265 2.962 1.055 0.14 -0.03 -0.21
H 3.611 3.931 1.489 0.26 0.39 -0.17
O 0.609 -1.939 -8.478 -0.01 1.77 1.27
N 0.631 -0.881 -7.807 0.67 0.12 -2.51
O 0.965 0.221 -8.305 -0.60 -1.89 0.96
C 0.261 -0.927 -6.425 -0.35 -0.15 1.74
C 0.283 0.242 -5.648 -0.05 -0.13 -0.04
C -0.072 0.204 -4.298 0.00 -0.28 -0.32
C -0.440 -1.012 -3.694 0.10 -0.05 -0.13
S -0.989 -1.048 -1.942 2.50 -0.90 1.64
C 0.400 -1.335 -0.955 -0.23 -0.50 -4.58
Cl 0.568 -0.937 0.622 -0.29 1.11 2.51
O -1.540 0.266 -1.689 -0.62 0.19 0.03
O -1.848 -2.215 -1.891 -0.94 0.10 -0.72
C -0.471 -2.182 -4.477 0.18 0.29 -0.16
C -0.114 -2.140 -5.825 0.12 0.27 -0.19
H 0.578 1.171 -6.122 -0.08 -0.09 0.10
H -0.083 1.136 -3.735 0.01 -0.38 0.05
H 1.163 -2.014 -1.325 -0.57 -0.11 -0.26
H -0.797 -3.133 -4.058 0.08 0.38 0.11
H -0.122 -3.037 -6.435 -0.05 0.10 0.12
```
Positions in Å, forces in eV/Å.



(4)
Density functional theory data (ωB97M-V with the def2-TZVPD basis set) for a molecular structure, C14H17F8N2O10PbS2 in a non-equilibrium geometry.

HOMO: 2.074 eV
Spin multiplicity: 1
Charge: -3
E_tot: -86897.257 eV
HOMO-LUMO gap: 3.8036 eV

```
54
Properties=species:S:1:pos:R:3:forces:R:3
Pb 0.659 -0.074 0.860 1.68 -0.13 4.73
C -1.722 -2.805 -0.395 2.59 -0.11 3.24
C -2.936 -2.879 -0.910 -2.94 -0.38 -5.18
C -4.181 -2.767 0.003 -3.50 -1.14 -0.50
O -5.365 -2.955 -0.482 1.99 0.23 -0.23
C -4.066 -2.644 1.382 4.28 0.33 0.53
C -2.715 -2.440 1.983 -2.27 -1.03 0.94
C -1.460 -2.535 0.980 -4.29 0.09 -2.04
O -0.347 -2.218 1.286 3.84 0.73 2.21
O -2.606 -2.317 3.229 0.80 -0.40 -1.90
O -3.021 -3.037 -2.216 -0.77 0.26 2.81
H -0.851 -2.903 -1.026 -0.07 -0.11 -0.20
H -4.840 -2.874 2.100 -0.35 0.38 -0.27
F 1.746 -1.072 2.956 -0.01 0.50 -1.21
F 1.297 2.266 2.205 0.02 -0.33 -0.86
C -2.055 2.774 2.907 -0.92 0.09 -1.57
F -3.228 3.270 3.304 -1.23 -0.37 0.35
F -1.663 3.570 1.939 0.66 0.49 -1.25
F -1.252 2.946 3.897 1.34 -0.85 1.45
S -2.244 0.938 2.255 1.33 -1.98 3.34
O -1.330 0.170 3.085 0.58 1.42 -1.80
O -3.602 0.519 2.552 0.79 1.24 -1.52
N -1.552 0.994 0.561 -2.25 1.71 4.29
S -2.891 1.452 -0.110 -3.80 -0.82 -0.92
O -3.471 0.236 -0.630 -0.36 1.30 -0.99
O -3.863 2.326 0.629 2.79 -0.64 -1.98
C -2.215 2.433 -1.601 -1.08 -0.89 0.62
F -1.025 2.988 -1.323 -0.86 0.40 -0.58
F -2.024 1.524 -2.593 -0.14 1.20 0.13
F -3.165 3.356 -2.001 1.78 -0.84 0.13
C 3.065 2.405 -0.685 0.22 0.18 -0.43
O 2.264 1.284 -0.879 -1.36 0.05 -0.10
C 1.673 1.135 -2.148 1.07 -1.85 -0.64
C 0.660 -0.084 -2.158 -0.72 2.60 -0.53
N 1.095 -1.175 -1.364 3.21 -1.81 -1.26
C 2.466 -1.743 -1.637 0.45 0.52 1.94
C 3.705 -1.142 -0.953 -1.88 1.10 2.33
O 3.397 -0.727 0.470 1.77 -2.26 -1.72
C 4.618 -0.299 1.055 -0.12 2.57 -0.50
H 2.672 3.271 -1.217 -0.54 0.39 0.46
H 4.029 2.280 -1.178 0.63 -0.40 0.01
H 3.178 2.530 0.392 -0.25 0.28 -0.04
H 2.514 0.848 -2.780 0.30 -0.13 -0.74
H 1.310 2.059 -2.599 -0.65 0.09 0.40
H 0.299 -0.341 -3.154 0.72 -0.05 -0.56
H -0.263 0.364 -1.789 -0.12 -0.48 0.75
H 0.623 -2.059 -1.487 -1.54 0.71 0.10
H 2.890 -1.846 -2.636 -0.95 -0.13 -0.83
H 2.392 -2.719 -1.158 -0.02 -0.25 -0.36
H 4.044 -0.236 -1.457 0.39 -0.10 -0.12
H 4.401 -1.980 -0.975 0.59 0.33 0.19
H 4.818 0.638 0.534 0.42 0.55 -0.36
H 5.571 -0.806 0.907 -0.40 -1.28 -0.04
H 4.566 0.100 2.068 -0.86 -0.98 0.26
```
Positions in Å, forces in eV/Å.



(5)
Density functional theory data (ωB97M-V with the def2-TZVPD basis set) for 2 unconnected molecules or ions with the total composition C14H17I in a non-equilibrium geometry.

HOMO: -8.132 eV
Spin multiplicity: 1
E_tot: -22889.192 eV
HOMO-LUMO gap: 8.5531 eV

```
32
Properties=species:S:1:pos:R:3:forces:R:3
C 1.477 -1.301 -0.300 -1.00 -0.48 0.82
C 0.348 -1.340 0.148 2.11 -0.85 -1.61
C 3.579 1.658 0.112 -0.33 -0.60 -3.29
C 2.897 1.180 1.208 2.33 -0.26 2.37
C 2.740 1.914 -1.018 -0.82 1.36 0.56
C 1.538 1.176 1.322 -2.91 -0.46 0.01
C 1.323 1.836 -0.925 0.25 1.98 -1.23
C 0.646 1.533 0.240 1.92 -0.47 0.05
C -1.682 -2.616 -0.278 -1.34 -1.69 -2.07
C -1.306 -1.311 1.879 -1.16 0.66 1.46
C -1.416 0.327 -1.945 1.37 3.88 -1.66
C -0.869 1.492 0.272 0.57 0.14 2.93
C -1.034 -1.483 0.451 -0.14 2.78 -2.13
C -1.581 0.416 -0.456 -0.88 -3.90 0.31
I -3.679 0.655 -0.017 -0.04 -0.23 0.07
H 2.524 -1.250 -0.519 -0.30 0.09 -0.08
H 4.694 1.592 -0.048 -1.39 0.42 0.63
H 3.546 0.839 2.092 -1.29 0.46 -1.26
H 2.980 2.502 -1.924 0.91 -0.93 0.48
H 1.107 0.708 2.241 0.32 0.76 -0.75
H 0.747 2.299 -1.809 0.89 -1.05 1.38
H -2.817 -2.645 -0.191 1.39 -0.12 0.66
H -1.613 -2.531 -1.400 0.44 0.34 0.99
H -1.201 -3.670 -0.125 -0.88 1.94 0.39
H -1.460 -2.310 2.311 0.39 0.34 0.33
H -2.261 -0.760 2.053 0.45 -0.42 -0.15
H -0.513 -0.709 2.366 -0.45 -0.78 -0.05
H -1.733 -0.493 -2.571 -0.28 -0.59 0.61
H -0.310 0.531 -2.124 -1.22 -0.77 -0.04
H -1.904 1.310 -2.512 0.98 -2.26 1.61
H -1.024 1.335 1.413 -0.61 0.60 -1.84
H -1.381 2.404 -0.089 0.72 0.14 0.54
```
Positions in Å, forces in eV/Å.



(6)
Density functional theory data (ωB97M-V with the def2-TZVPD basis set) for a molecular structure, C14H17N3O5PtS3 in a non-equilibrium geometry.

ΔE to the lowest compared entry with this formula, charge and spin: 1.076 eV
HOMO (alpha / beta): -1.053 / -1.134 eV
Spin multiplicity: 3
Charge: -2
E_tot: -65255.347 eV
HOMO-LUMO gap (alpha / beta): 5.5457 / 5.6194 eV

```
43
Properties=species:S:1:pos:R:3:forces:R:3
Pt 0.834 -0.356 1.661 0.26 -0.05 -2.09
O 0.239 -4.396 0.239 0.00 -0.17 0.05
C 0.673 -3.248 0.091 0.00 -0.30 -0.19
O 0.063 -2.206 0.473 -0.17 0.86 0.39
C 1.942 -3.096 -0.745 -0.03 0.08 0.05
C 2.170 -4.148 -1.628 0.00 -0.19 -0.13
C 3.202 -4.149 -2.546 -0.02 -0.10 -0.08
C 4.068 -3.064 -2.567 0.14 -0.05 -0.11
C 3.892 -2.032 -1.675 0.03 0.01 -0.07
C 2.830 -2.003 -0.752 -0.17 -0.06 0.07
S 2.842 -0.608 0.287 -0.17 0.28 0.59
H 1.487 -4.984 -1.568 -0.03 0.03 0.01
H 3.327 -4.976 -3.237 0.00 -0.02 0.01
H 4.884 -3.028 -3.282 0.04 0.01 0.02
H 4.578 -1.196 -1.667 0.06 0.09 -0.04
O 0.027 -1.249 3.707 0.25 -0.31 -0.23
S 0.669 -0.006 4.192 -0.01 0.54 2.66
O 2.084 0.079 3.794 0.09 -0.22 0.03
O 0.485 0.189 5.628 0.00 -0.18 -0.17
S -0.282 1.472 3.192 -0.07 0.10 -0.58
C -3.962 0.888 -0.537 0.10 0.05 0.27
C -3.242 -0.056 0.419 -0.25 0.11 -0.15
N -1.856 -0.042 0.036 -0.03 -0.30 0.31
C -1.185 1.132 -0.109 0.48 -0.02 -0.73
N 0.102 1.114 -0.033 -0.15 -0.27 0.30
C 0.847 2.330 -0.262 -0.09 0.05 0.10
C 0.032 3.535 0.191 -0.08 -0.21 -0.28
C -1.266 3.524 -0.601 0.27 0.18 -0.05
N -1.919 2.233 -0.513 -0.09 -0.04 0.24
C -3.353 2.271 -0.352 -0.32 -0.12 -0.22
H -5.037 0.928 -0.348 0.00 -0.01 0.02
H -3.783 0.538 -1.556 -0.09 0.03 -0.04
H -3.615 -1.078 0.324 0.06 0.06 0.04
H -3.387 0.272 1.459 -0.02 -0.07 -0.03
H -1.261 -0.795 0.391 -0.12 -0.05 -0.22
H 1.091 2.414 -1.332 0.10 0.06 0.07
H 1.782 2.259 0.295 0.00 -0.03 -0.09
H 0.562 4.474 0.020 0.03 0.03 0.04
H -0.177 3.408 1.256 0.05 0.14 0.00
H -1.058 3.740 -1.664 -0.05 0.13 0.20
H -1.951 4.293 -0.226 -0.02 -0.07 -0.04
H -3.753 2.968 -1.103 0.01 -0.05 0.14
H -3.623 2.654 0.646 -0.01 0.05 -0.08
```
Positions in Å, forces in eV/Å.